Record 1
5
Properties=species:S:1:pos:R:3:forces:R:3 method="wB97M-V/def2-TZVPD" smiles="P=C(Cl)Cl" energy_ev=-35385.2762 gap_ev=8.95 total_charge=0 e_above_lowest_kj_mol=97.17
C -0.374542 0.032809 -0.007536 -0.8 0.9 0.6
P 0.912056 -1.011238 0.091999 -0.8 -1.3 -0.2
Cl -1.955381 -0.697911 0.076888 0.2 0.3 0.0
Cl -0.454296 1.803999 0.083015 0.3 -1.2 -0.4
H 1.872161 -0.127661 -0.244368 1.2 1.4 0.0

Record 2
16
Properties=species:S:1:pos:R:3:forces:R:3 method="wB97M-V/def2-TZVPD" smiles="C=C=CC.C=C" energy_ev=-6381.4420 gap_ev=10.46 total_charge=0 e_above_lowest_kj_mol=233.25
C -2.392153 -0.304956 1.198478 0.0 0.0 -0.1
C -2.431323 0.148082 -0.049448 0.0 -0.1 0.2
C 0.410545 0.643129 -2.079035 0.0 0.0 0.1
C 0.768290 0.275276 -0.877005 0.0 0.0 0.0
C 1.122469 -0.094543 0.324759 -0.1 0.1 -0.2
C 2.545224 -0.270944 0.784232 0.1 0.0 0.0
H -2.387915 -1.369745 1.420100 0.0 0.1 -0.1
H -2.356943 0.369166 2.051258 0.0 -0.1 -0.1
H 0.326731 -0.288893 1.045725 0.1 0.0 -0.1
H -2.426229 1.211412 -0.274334 0.0 -0.1 0.1
H -2.457932 -0.523400 -0.903272 0.0 0.1 0.1
H 0.232547 -0.088137 -2.864400 0.0 0.1 0.1
H 0.280030 1.692016 -2.335479 0.0 -0.1 0.1
H 3.251808 -0.046087 -0.018830 -0.1 0.0 0.1
H 2.763793 0.389025 1.631650 0.0 -0.1 -0.1
H 2.718852 -1.300094 1.119352 0.0 0.1 0.0

Record 3
41
Properties=species:S:1:pos:R:3:forces:R:3 method="wB97M-V/def2-TZVPD" energy_ev=-23042.3569 gap_ev=9.57 total_charge=-1 e_above_lowest_kj_mol=3.53
C -0.404987 -0.002403 1.823995 0.2 -0.5 -0.8
O 0.561122 -0.850459 1.185932 -0.1 0.2 0.3
C 0.186780 1.405780 1.903102 -0.2 -0.2 -0.4
C -0.116606 2.230370 0.621171 0.6 -0.1 1.8
C 0.764191 1.951001 -0.589078 -0.7 0.0 -1.1
C 0.241938 2.892946 -1.722493 0.9 -0.6 0.4
C 2.262142 2.102823 -0.351266 -0.2 -0.9 0.2
H -0.717553 -0.454231 2.769022 0.2 0.3 0.2
H -1.303620 0.048986 1.201525 -0.1 0.0 0.1
H -0.171195 1.926658 2.796889 -0.2 0.0 -0.2
H 1.265778 1.359580 2.008277 0.1 -0.2 0.3
H 0.071041 3.267918 0.944319 -0.4 0.1 -0.4
H -1.177530 2.059979 0.429629 0.0 0.4 -0.5
H 0.589436 0.928261 -0.934800 0.1 -0.1 0.2
H -0.086511 3.818758 -1.254492 -0.2 0.2 -0.2
H -0.547916 2.398359 -2.278854 -0.3 0.2 0.1
H 1.037256 3.130340 -2.432449 0.0 0.0 0.0
H 2.555098 3.152126 -0.365765 0.3 0.0 0.1
H 2.829099 1.483166 -1.051969 -0.1 0.5 -0.5
H 2.535460 1.580801 0.566991 0.1 0.6 0.3
H 2.474127 -2.067782 -2.271056 -0.1 0.2 0.2
H 1.538886 -1.993452 -1.038860 0.1 0.3 -0.2
O 2.207409 -1.463933 -1.564228 0.1 -0.4 -0.1
H -3.149558 -1.506579 1.305779 -0.4 0.3 -0.1
H -4.150346 -0.704925 0.443268 0.2 0.1 0.1
O -3.907921 -0.872969 1.362048 0.2 -0.3 0.0
H -1.997157 -0.301491 -0.893851 0.1 -0.1 -0.1
H -2.517408 0.162517 -2.249009 0.2 -0.2 0.1
O -2.614614 0.314264 -1.302871 -0.2 0.1 0.0
H 2.927835 -1.429869 2.916397 -0.3 -0.2 -0.2
H 2.056485 -0.434075 2.056685 0.6 -0.9 0.3
O 2.871101 -0.524132 2.614461 0.0 0.8 -0.1
H -0.332828 -2.535727 -3.548486 -0.5 0.3 -0.2
H -0.223961 -2.246142 -2.116451 -0.8 0.1 0.3
O -0.852096 -2.088019 -2.863891 1.0 -0.4 -0.1
H 0.221732 -1.682386 0.726458 0.3 0.9 0.0
H 0.642855 -3.447457 0.137155 -0.2 -0.1 -0.3
O 0.197754 -2.831014 -0.459716 0.1 0.0 0.5
H -2.576550 -3.292696 0.303101 -0.3 -0.2 0.1
H -1.192964 -2.666397 0.269882 -0.2 -0.6 0.6
O -1.996210 -2.818482 0.903481 0.4 0.3 -0.7

Record 4
65
Properties=species:S:1:pos:R:3:forces:R:3 method="wB97M-V/def2-TZVPD" smiles="CCCCOc1ccccc1N1CC[NH+](CCCN2C(=O)[C@@H]3CCCN3C2=O)CC1" energy_ev=-36517.8440 gap_ev=8.22 total_charge=+1 e_above_lowest_kj_mol=7.34
C 1.104952 -7.597976 0.414882 0.0 0.0 0.2
C 1.146220 -6.934008 1.786042 0.1 0.2 -0.2
C 0.920840 -5.423486 1.729543 -0.3 0.0 0.1
C -0.485342 -5.056214 1.247380 0.4 -0.4 0.0
H -1.245130 -5.634478 1.784208 0.0 0.0 -0.1
H -0.585160 -5.265179 0.179707 -0.1 -0.1 0.2
O -0.747585 -3.666896 1.349084 -0.2 0.4 0.2
C -1.116985 -3.123872 2.546558 0.1 0.0 0.0
C -1.234245 -3.834364 3.731782 0.1 -0.1 -0.2
C -1.661028 -3.214934 4.895493 0.0 0.1 0.0
C -1.971917 -1.872072 4.886107 0.0 0.0 0.1
C -1.841553 -1.145492 3.713557 0.0 0.0 -0.1
C -1.413341 -1.742322 2.534656 0.1 -0.1 0.0
N -1.338544 -1.041500 1.315190 -0.3 -0.1 -0.2
C -2.024558 0.206960 1.149847 0.0 0.2 0.1
C -1.151869 1.420186 1.528507 -0.7 -0.2 0.2
N 0.084669 1.390405 0.722059 0.0 0.0 -0.4
C 0.796806 0.114334 0.970992 0.1 -0.8 -0.1
C -0.113203 -1.052047 0.560577 0.4 0.1 0.1
H -0.351519 -0.956942 -0.504795 0.1 -0.1 0.0
H 0.403788 -1.996273 0.713363 0.0 0.1 -0.1
H 1.046207 0.048241 2.033211 0.0 0.1 0.0
H 1.714803 0.098501 0.382613 0.0 0.2 0.0
C 0.973068 2.557132 0.921430 0.2 0.6 0.1
C 0.333546 3.911236 0.608495 -0.1 -0.2 -0.2
H 1.132958 4.653582 0.629709 0.0 0.0 0.1
H -0.382032 4.188761 1.382788 0.0 0.0 0.0
C -0.381705 4.001284 -0.744634 0.0 0.1 0.3
N 0.454615 3.647319 -1.870624 -0.3 -0.2 0.1
C 1.043626 4.579807 -2.712443 0.2 -0.2 -0.1
O 1.063114 5.759788 -2.522208 0.0 0.3 -0.1
C 1.640570 3.763258 -3.841718 0.2 0.4 -0.3
N 1.278498 2.400741 -3.500100 0.2 0.1 0.1
C 0.500805 2.367301 -2.414651 0.2 0.2 0.3
O -0.057866 1.395991 -1.914792 -0.3 -0.3 -0.2
C 1.165919 1.555663 -4.677782 -0.1 -0.6 -0.2
H 1.948065 0.793817 -4.672730 -0.1 0.0 0.0
H 0.194933 1.056058 -4.670472 0.1 0.0 0.0
C 1.322838 2.537153 -5.853476 0.0 0.1 0.0
H 0.633015 2.310547 -6.662194 0.0 0.0 0.0
H 2.337922 2.488260 -6.245557 0.0 0.0 0.0
C 1.066117 3.925791 -5.252204 0.1 0.0 0.1
H 1.548663 4.722894 -5.809772 0.0 0.1 0.0
H -0.003305 4.134127 -5.195925 0.0 0.0 0.0
H 2.729690 3.887261 -3.853896 -0.1 0.1 0.1
H -1.269139 3.361528 -0.772889 0.0 0.1 0.0
H -0.692285 5.038117 -0.899474 0.0 -0.2 0.0
H 1.319480 2.559797 1.958327 0.0 -0.1 -0.1
H 1.841546 2.410460 0.274051 -0.1 -0.1 0.1
H -0.169552 1.369865 -0.315994 0.1 0.1 0.5
H -0.872254 1.383550 2.584140 0.1 0.1 -0.1
H -1.700553 2.341404 1.336435 0.1 0.0 0.0
H -2.299951 0.299856 0.091443 -0.1 0.1 0.0
H -2.941608 0.210405 1.738037 0.0 0.1 -0.1
H -2.098312 -0.097405 3.733912 0.0 0.1 0.0
H -2.312158 -1.380722 5.783870 0.0 0.0 0.1
H -1.753378 -3.792465 5.801362 0.0 -0.1 0.1
H -1.014148 -4.888635 3.759644 0.1 -0.1 -0.1
H 1.076637 -5.000309 2.724796 0.0 0.1 0.0
H 1.653930 -4.968034 1.059650 0.0 0.1 0.0
H 2.122330 -7.117062 2.239475 -0.1 0.0 0.1
H 0.392556 -7.389061 2.432413 0.0 0.0 0.1
H 1.816628 -7.126626 -0.259216 0.1 0.0 -0.1
H 1.364304 -8.649745 0.502541 0.0 -0.1 -0.1
H 0.113440 -7.530687 -0.024864 -0.1 0.0 -0.1

Record 5
50
Properties=species:S:1:pos:R:3:forces:R:3 method="wB97M-V/def2-TZVPD" smiles=CCCCCC.ClCCl.ClCCl.ClCCl.ClCCl.ClCCl.ClCCl energy_ev=-163134.6951 gap_ev=10.83 total_charge=0
C 0.699263 -1.393554 -3.885932 -0.5 -1.1 0.5
C -0.078387 -2.481534 -3.097242 -0.1 0.8 1.0
C -0.154437 -2.233454 -1.558752 1.1 0.0 0.2
C -1.243277 -2.937094 -0.797182 -1.0 -0.8 -1.0
C -1.423797 -2.564074 0.653518 0.5 0.6 0.5
C -0.378537 -3.215954 1.589968 -0.5 0.5 -0.4
H 0.732023 -1.727164 -4.923112 0.1 0.3 -0.1
H 1.718363 -1.315694 -3.507152 0.0 0.2 -0.1
H 0.163063 -0.446854 -3.820012 0.2 0.1 0.0
H -1.104757 -2.467834 -3.463942 -0.1 -0.3 -0.2
H 0.373303 -3.461024 -3.254352 -0.2 -0.1 -0.2
H -0.280887 -1.177744 -1.318812 0.2 0.2 -0.3
H 0.764863 -2.565684 -1.076452 0.6 0.3 -0.2
H -2.133797 -2.696864 -1.378002 -0.6 -0.1 0.2
H -1.135137 -4.018954 -0.874602 0.1 -0.2 -0.1
H -1.405757 -1.474574 0.681058 0.2 0.3 0.4
H -2.417557 -2.828534 1.014918 -0.1 -0.2 -0.1
H -0.558807 -4.284854 1.475688 0.5 -0.1 0.3
H 0.650033 -2.940424 1.357098 0.0 -0.2 -0.4
H -0.489317 -2.921314 2.633528 -0.4 -0.1 0.0
C 4.620263 1.992686 2.880888 0.2 0.0 0.2
Cl 5.731533 3.358346 3.049338 -0.1 0.2 0.3
Cl 4.820663 1.331076 1.262748 -0.3 -0.4 -0.3
H 4.905263 1.226826 3.602228 -0.1 0.2 -0.2
H 3.590673 2.319676 3.026198 0.2 0.0 -0.1
C -3.501567 0.337376 -1.966952 0.8 -0.5 0.2
Cl -1.909257 1.037056 -1.544912 -0.1 0.5 0.1
Cl -3.690207 0.322136 -3.726252 -0.3 0.0 0.4
H -3.372377 -0.674314 -1.582372 -0.6 0.0 -0.3
H -4.297227 0.872826 -1.448962 0.2 0.1 -0.3
C -0.883237 4.439406 -2.147102 0.4 -0.1 0.4
Cl 0.090803 5.715816 -2.862042 0.5 0.1 -0.1
Cl -2.554637 4.902016 -2.189832 -0.9 -0.1 -0.4
H -0.713197 3.510336 -2.691172 -0.1 0.2 0.1
H -0.618857 4.344776 -1.093892 0.2 -0.1 -0.3
C -2.689037 3.937456 1.439108 -0.5 -0.7 -0.3
Cl -4.016337 3.210296 0.502348 -0.6 0.1 -0.2
Cl -2.466537 5.665136 1.089128 0.1 -0.7 0.4
H -2.999577 3.734206 2.463978 0.5 0.5 0.0
H -1.860377 3.306286 1.118108 0.4 0.7 0.4
C 1.205753 0.969016 0.539208 0.0 0.0 -0.5
Cl 1.088293 0.411396 2.218198 0.0 -0.3 -0.4
Cl 0.986843 2.697506 0.504848 0.1 1.0 -0.1
H 2.182723 0.758116 0.104278 -0.1 -0.2 0.4
H 0.412423 0.591146 -0.105732 0.1 -0.5 0.5
C 2.650963 -2.154834 4.082368 -0.4 -1.0 0.4
Cl 4.033543 -1.219224 4.670148 -0.4 0.2 -0.5
Cl 2.521573 -3.604904 5.139668 -0.2 0.1 -0.3
H 1.686583 -1.651564 4.151558 0.5 0.4 0.2
H 2.748053 -2.532914 3.064658 0.5 0.3 0.2

Record 6
19
Properties=species:S:1:pos:R:3:forces:R:3 method="wB97M-V/def2-TZVPD" smiles=CCC(O)O.CO energy_ev=-10484.6317 gap_ev=11.15 total_charge=0 e_above_lowest_kj_mol=48.95
C 0.560081 0.871791 -0.356420 0.0 -0.4 0.2
C 1.539670 -0.205986 -0.813097 -0.4 0.2 0.2
C 0.821019 -1.331228 -1.543149 0.1 0.2 0.0
O 1.227659 1.694594 0.572468 0.2 0.2 0.1
O 0.032437 1.632011 -1.403659 0.0 0.2 -0.4
H 0.762778 1.935029 -1.960301 -0.1 0.0 0.1
H 0.678345 2.471977 0.736905 0.0 -0.2 -0.1
H -0.312758 0.399953 0.109494 0.2 0.1 -0.1
H 2.297342 0.253564 -1.453555 0.1 0.1 0.0
H 2.038871 -0.588891 0.076934 0.1 0.0 0.0
H 0.282660 -0.939754 -2.404504 -0.1 0.0 -0.1
H 0.105936 -1.808195 -0.877624 -0.1 -0.1 0.0
H 1.533995 -2.076204 -1.887227 0.0 -0.1 -0.1
C -2.193613 -0.171666 1.736781 -0.4 0.1 0.3
O -1.213837 -1.180650 1.707845 0.4 -0.4 0.1
H -0.775858 -1.221020 2.564814 -0.1 0.0 -0.1
H -2.989068 -0.411508 2.458702 0.1 0.1 -0.2
H -2.630431 -0.123815 0.740412 0.0 0.1 0.0
H -1.765228 0.799998 1.995180 0.0 0.1 -0.1